Entry from the OMol25 dataset: a molecular structure, C15H9MoN10O4S in a non-equilibrium geometry (the ωB97M-V functional and the def2-TZVPD basis).

The geometry in ORCA input format:
```
! RIJCOSX wB97M-V def2-TZVPD def2/J DEFGRID3
* xyz 1 1
Mo 0.23460 -0.36560 0.25900
O -2.27560 1.56920 2.59690
C -1.42100 0.83450 2.21140
O -1.10140 0.61680 0.91590
C -0.46100 0.02160 3.03950
C -0.27730 0.02610 4.41750
C 0.77140 -0.72250 4.94330
C 1.64150 -1.39950 4.08530
C 1.40710 -1.33300 2.72350
N 0.35170 -0.66360 2.22320
C 2.30730 -1.73970 1.58920
O 3.24110 -2.47000 1.61530
O 1.86130 -1.07100 0.49250
H -0.92690 0.61750 5.04280
H 0.93440 -0.75440 6.00870
H 2.49110 -1.95200 4.45430
N 0.55750 -1.41070 -2.92250
C 0.44090 -2.29760 -1.89640
N 0.91950 -3.51280 -1.81440
N 0.59140 -3.94980 -0.60400
N -0.05760 -3.08890 0.04120
N -0.22340 -1.98700 -0.72550
C -0.00670 -0.18430 -2.82690
N -0.33140 0.59740 -3.85280
N -0.86900 1.65680 -3.36530
N -0.88500 1.56490 -2.06980
N -0.32170 0.40470 -1.64320
H 0.91180 -1.72770 -3.81680
S -1.53010 2.72870 -1.00310
C -2.75260 3.52520 -2.04710
C -4.05740 3.53340 -1.57350
C -5.02680 4.22020 -2.28500
C -4.68670 4.89120 -3.44930
C -3.38110 4.86380 -3.91620
C -2.39720 4.19130 -3.21120
H -4.30520 3.01990 -0.65730
H -6.04540 4.22960 -1.92830
H -5.43940 5.44570 -3.98860
H -3.12360 5.38030 -4.82830
H -1.38270 4.17310 -3.57330
*
```

Summary:
E_LUMO (alpha / beta): -5.06 / -5.08 eV
Gap between HOMO and LUMO (alpha / beta): 7.01 / 6.99 eV
E_HOMO (alpha / beta): -12.069 / -12.067 eV

---

Entry from the OMol25 dataset: a molecular structure, C17H24HgN4O5 in a non-equilibrium geometry (the ωB97M-V functional and the def2-TZVPD basis).

The geometry in ORCA input format:
```
! RIJCOSX wB97M-V def2-TZVPD def2/J DEFGRID3
* xyz 0 1
O 3.15079 1.52803 -3.04387
H 4.10413 1.71544 -3.12179
Hg 0.08474 0.19049 -0.53048
N -1.85768 -0.39078 -1.57796
N 0.43448 -0.41979 -2.69193
O -3.13463 -0.33717 -0.99318
O 1.66709 -0.59821 -3.25830
C -1.84932 -0.94704 -2.77331
C -0.54456 -1.00588 -3.37615
C -3.09564 -1.45557 -3.39841
C -0.26973 -1.65276 -4.68503
H -3.96740 -0.96422 -2.95583
H -3.19445 -2.53751 -3.22682
H -3.08366 -1.28683 -4.48315
H 0.70345 -2.15568 -4.68216
H -0.26156 -0.90345 -5.49141
H -1.05345 -2.38103 -4.91958
H -2.95991 -0.29968 -0.03110
H 2.17353 0.27889 -3.16832
O 0.13223 -2.75676 -0.26509
H -0.67502 -3.25414 -0.02936
H 0.71065 -3.41690 -0.69147
C 2.53552 2.49696 -2.20298
H 2.79509 2.31893 -1.15447
H 1.45843 2.36133 -2.33947
H 2.82245 3.51065 -2.50741
O -1.74805 2.35971 -0.54752
H -2.52400 2.05644 -1.05478
H -2.10265 2.86678 0.20339
C -2.16529 -2.12106 3.29741
C -1.98331 -1.55008 2.02992
N -0.99221 -0.69869 1.75051
C -0.12759 -0.36301 2.72613
C -0.20498 -0.93673 4.03770
C -1.25725 -1.82587 4.29861
C 0.78498 -0.57334 5.00294
C 1.71788 0.40523 4.74457
C 1.71452 1.12727 3.50890
C 2.53847 2.23658 3.25468
C 2.41448 2.92961 2.06104
C 1.54601 2.43346 1.08685
N 0.87700 1.27354 1.25570
C 0.84316 0.68126 2.47978
H -3.01045 -2.78269 3.46244
H -2.66988 -1.79540 1.21962
H -1.33509 -2.24226 5.30197
H 0.76413 -1.09373 5.96507
H 2.47268 0.67604 5.48800
H 3.24910 2.52711 4.02816
H 2.98591 3.83327 1.86418
H 1.38684 2.93923 0.13378
*
```

Summary:
E_LUMO (alpha / beta): -0.34 / -0.37 eV
Gap between HOMO and LUMO (alpha / beta): 3.24 / 3.21 eV
E_HOMO (alpha / beta): -3.572 / -3.578 eV

---

Entry from the OMol25 dataset: a molecular structure, C15H15ClN5O2S2V (the ωB97M-V functional and the def2-TZVPD basis).

The geometry in ORCA input format:
```
! RIJCOSX wB97M-V def2-TZVPD def2/J DEFGRID3
* xyz 0 3
V -0.76535 1.06196 -0.29298
C -2.52044 0.95677 -5.71092
S -2.18548 2.39462 -4.67603
C -1.98903 1.67100 -3.10734
S -1.82595 2.74490 -1.78634
N -2.03099 0.35743 -3.02068
N -1.87883 -0.03624 -1.73360
C -2.25994 -1.21264 -1.39576
C -2.20591 -1.52651 0.02299
C -2.56551 -2.76303 0.53899
C -2.54833 -2.93913 1.91175
C -2.17181 -1.88009 2.72388
C -1.80785 -0.68393 2.13047
N -1.82182 -0.50674 0.81302
H -2.64323 1.34014 -6.72260
H -1.68816 0.25932 -5.67685
H -3.43141 0.46052 -5.38928
H -2.67087 -1.91016 -2.11851
H -2.85937 -3.56114 -0.12890
H -2.83025 -3.88965 2.34482
H -2.16001 -1.97390 3.80005
H -1.50245 0.16835 2.72203
O 0.93862 1.80912 -1.15169
N 2.06439 1.48680 -0.65005
N 1.95926 0.68746 0.32763
O 0.77374 0.25940 0.72068
C 3.12635 0.22082 1.00976
C 2.96745 -0.73528 1.99826
C 4.08839 -1.20232 2.66896
C 5.34739 -0.71784 2.35348
C 5.48703 0.24344 1.35957
C 4.38023 0.72129 0.68160
H 1.97797 -1.09944 2.22992
H 3.97219 -1.94942 3.44270
H 6.21815 -1.08468 2.88004
H 6.46700 0.62799 1.11100
H 4.47706 1.47040 -0.08977
Cl -2.97980 2.51480 1.62394
C -1.23210 2.47415 1.20290
H -0.70261 2.25464 2.13283
H -0.96774 3.48679 0.90000
*
```

Summary:
E_LUMO (alpha / beta): -0.75 / -1.00 eV
Gap between HOMO and LUMO (alpha / beta): 6.92 / 7.08 eV
E_HOMO (alpha / beta): -7.675 / -8.077 eV

---

Summary of energy relative to the best compared isomer or geometry (same formula, charge and spin) in kJ/mol
133.8; 288.4; 29.2
(order as listed above)